C47H48MnN3O2Te | ωB97M-V/def2-TZVPD

Positions of all 102 atoms, in Å:
Te (-3.585, 0.211, -1.643)
Mn (0.159, 0.068, 0.595)
O (0.664, 1.032, 1.971)
O (1.182, 0.860, 5.752)
N (2.002, -0.192, -0.319)
N (-0.196, -1.594, -0.510)
N (-0.742, 1.711, -0.145)
C (0.434, -0.744, 4.180)
C (-0.167, 1.854, 2.664)
C (-1.753, -5.049, -3.746)
C (-0.428, -3.972, -1.957)
C (-0.996, 2.795, 0.528)
C (-0.903, 2.830, 1.989)
C (-3.561, 0.782, 1.368)
C (-2.218, 1.757, -2.210)
C (1.478, -1.636, 4.362)
C (-0.807, -2.441, 2.998)
C (-2.672, 4.533, -0.143)
C (0.735, -3.200, -1.998)
C (2.069, -1.217, -1.184)
C (-1.549, 3.806, 2.756)
C (0.833, -2.039, -1.262)
C (5.559, -2.118, -3.421)
C (-5.386, 1.828, 0.202)
C (0.262, -3.323, 3.147)
C (-1.459, -3.510, -1.139)
C (-4.237, 1.041, 0.177)
C (-0.178, 1.755, 4.045)
C (-0.717, -1.151, 3.499)
C (3.079, 0.580, -0.130)
C (-0.363, 4.807, -0.793)
C (-1.316, -2.331, -0.451)
C (5.990, 0.338, -3.284)
C (3.219, -1.478, -1.898)
C (-5.834, 2.369, 1.403)
C (-0.935, -6.402, -1.792)
C (-1.360, 4.067, -0.166)
C (1.398, -2.920, 3.829)
C (4.255, 0.367, -0.809)
C (5.654, -0.924, -2.473)
C (-1.526, 3.779, 4.143)
C (-4.008, 1.321, 2.568)
C (-0.811, 1.691, -1.630)
C (-1.994, 6.459, -1.417)
C (0.673, -5.612, -3.533)
C (-2.985, 5.726, -0.777)
C (-5.144, 2.121, 2.583)
C (0.553, 0.644, 4.747)
C (-0.844, 2.738, 4.769)
C (4.354, -0.683, -1.725)
C (-0.593, -5.254, -2.756)
C (6.764, -1.188, -1.441)
C (-2.237, 4.843, 4.938)
C (-0.684, 6.003, -1.419)
H (-1.884, -5.955, -4.340)
H (0.930, -4.850, -4.273)
H (-3.443, 3.964, 0.362)
H (6.152, 1.206, -2.641)
H (-2.113, 4.686, 6.008)
H (5.197, 0.579, -3.995)
H (-2.696, -4.851, -3.231)
H (2.349, -1.317, 4.920)
H (1.573, -3.526, -2.594)
H (-2.118, -1.944, 0.156)
H (-1.006, -7.334, -2.356)
H (5.094, 1.021, -0.613)
H (3.244, -2.305, -2.589)
H (0.666, 4.462, -0.782)
H (-0.214, 2.517, -2.020)
H (7.701, -1.388, -1.963)
H (-1.553, -4.223, -4.431)
H (-5.503, 2.535, 3.517)
H (-3.306, 4.848, 4.719)
H (-1.728, -2.784, 2.545)
H (-0.813, 2.680, 5.852)
H (-6.731, 2.976, 1.417)
H (-2.242, 7.392, -1.907)
H (6.928, -0.328, -0.788)
H (0.093, 6.582, -1.901)
H (-2.098, 4.593, 2.257)
H (-2.679, 0.148, 1.365)
H (2.219, -3.612, 3.970)
H (1.529, -5.771, -2.872)
H (0.188, -4.333, 2.763)
H (-5.937, 2.015, -0.711)
H (5.344, -3.049, -2.891)
H (-4.007, 6.086, -0.765)
H (4.803, -1.968, -4.197)
H (-0.163, -6.530, -1.030)
H (-0.324, 0.771, -1.955)
H (-1.893, -6.250, -1.293)
H (-2.387, -4.057, -1.045)
H (-2.707, 2.694, -1.964)
H (-1.565, -0.478, 3.427)
H (-2.146, 1.707, -3.297)
H (-1.846, 5.833, 4.697)
H (6.516, -2.249, -3.925)
H (6.909, 0.170, -3.848)
H (-3.478, 1.111, 3.491)
H (2.974, 1.378, 0.594)
H (0.505, -6.542, -4.075)
H (6.533, -2.054, -0.818)

**Max |F|**: 0.6 eV/A
**Expectation value of S²**: 6.092
**E_LUMO (alpha / beta)**: -7.55 / -6.43 eV
**Spin multiplicity**: 5
**HOMO-LUMO gap (alpha / beta)**: 5.4 / 6.5 eV
**Net charge**: +2
**Relative energy (zero: lowest compared OMol25 entry of this formula, charge and spin)**: 0.0 kJ/mol
**HOMO level (alpha / beta)**: -13.0 / -13.0 eV

Atomic partial charges in e from the Mulliken method, atoms 1 to 99: Te 0.266; Mn -1.028; O -0.729; O -0.540; N 0.139; N 0.847; N 0.492; C 0.346; C 0.748; C -1.517; C 0.255; C 2.161; C 0.464; C 0.665; C -1.028; C -0.661; C -0.531; C 0.332; C -0.437; C 0.377; C -0.383; C 0.128; C -2.066; C -0.483; C -0.588; C -1.339; C -0.310; C 0.940; C -0.359; C -1.080; C -0.363; C -0.992; C -1.557; C -0.354; C -0.654; C -1.561; C -1.470; C -0.707; C -0.827; C 1.934; C -0.016; C -0.485; C -0.745; C -0.767; C -2.082; C -0.831; C -0.689; C -0.563; C -0.720; C 0.201; C 1.944; C -1.557; C -1.653; C -0.893; H 0.447; H 0.421; H 0.500; H 0.354; H 0.397; H 0.373; H 0.356; H 0.531; H 0.668; H 1.005; H 0.468; H 0.507; H 0.623; H 0.550; H 0.523; H 0.459; H 0.371; H 0.468; H 0.329; H 0.572; H 0.500; H 0.429; H 0.431; H 0.354; H 0.449; H 0.729; H -0.108; H 0.472; H 0.451; H 0.500; H 0.450; H 0.430; H 0.469; H 0.435; H 0.371; H 0.363; H 0.332; H 0.564; H 0.147; H 0.778; H 0.704; H 0.375; H 0.427; H 0.452; H 0.422